Entry 1:
The following is a DFT calculation (ωB97M-V/def2-TZVPD) of a cluster of 3 separate species, C4H12IO4 in total.

```
! RIJCOSX wB97M-V def2-TZVPD def2/J DEFGRID3
* xyz -1 1
I -0.68 1.03 1.94
C -1.11 4.34 -2.29
C -0.33 3.10 -1.89
O 0.29 3.21 -0.56
O -2.32 4.41 -1.59
H -1.24 4.38 -3.37
H -0.49 5.19 -2.03
H 0.37 2.84 -2.69
H -1.03 2.27 -1.80
H 0.14 2.35 -0.14
H -2.84 5.14 -1.95
C 1.48 -4.28 1.39
C 0.16 -3.50 1.55
O 0.26 -2.37 2.41
O 1.83 -5.10 2.52
H 2.32 -3.66 1.07
H 1.37 -5.01 0.58
H -0.61 -4.17 1.94
H -0.15 -3.16 0.55
H -0.17 -1.61 2.00
H 2.73 -5.40 2.38
*
```

Output
Energy relative to the best compared isomer or geometry (same formula, charge and spin), kcal/mol: 27.9
Total energy, Eh: -758.305572

Entry 2:
The following is a DFT calculation (ωB97M-V/def2-TZVPD) of an isolated molecule of C5H8FNS.

```
! RIJCOSX wB97M-V def2-TZVPD def2/J DEFGRID3
* xyz 0 1
C -2.45 -1.00 -0.71
C -1.31 -0.19 -0.32
N -0.17 -0.67 -0.28
C 0.97 0.23 -0.17
C 2.10 -0.46 0.64
F 1.38 0.51 -1.46
C 0.44 1.51 0.41
S -1.38 1.59 0.04
H -3.33 -1.01 0.04
H -2.05 -2.01 -0.65
H -2.77 -0.77 -1.67
H 2.77 -0.86 -0.06
H 1.74 -1.29 1.41
H 2.74 0.28 1.32
H 0.48 1.59 1.53
H 0.86 2.55 -0.05
*
```

Output
SMILES: CC1=N[C@@](C)(F)CS1
Energy relative to the best compared isomer or geometry (same formula, charge and spin), kcal/mol: 4.4
Total energy, Eh: -748.098971

Entry 3:
The following is a DFT calculation (ωB97M-V/def2-TZVPD) of a cluster of 2 separate species, C6H17ClN2Si in total.

```
! RIJCOSX wB97M-V def2-TZVPD def2/J DEFGRID3
* xyz 0 1
C 2.64 1.67 -0.59
C 0.02 -1.72 -1.54
C -2.28 -1.37 2.81
C -2.03 -0.08 0.81
C 1.38 2.01 0.26
C -0.11 -2.56 -0.22
N 0.37 2.83 -0.54
N -1.58 -1.08 1.70
Si 0.05 -1.60 1.42
Cl 0.55 -3.19 2.79
H 2.42 0.82 -1.28
H 3.14 2.47 -0.98
H 3.46 1.17 0.11
H 1.15 -1.79 -1.71
H -0.59 -2.20 -2.39
H -0.25 -0.63 -1.60
H 0.79 3.60 -0.93
H -3.15 -0.89 3.06
H -1.98 -2.23 3.33
H -2.92 -0.38 0.19
H -2.35 0.78 1.44
H -1.19 0.33 0.21
H 0.84 1.04 0.66
H 1.67 2.65 1.21
H 0.62 -3.35 -0.25
H -1.11 -2.93 -0.23
H 0.02 2.20 -1.34
*
```

Output
Energy relative to the best compared isomer or geometry (same formula, charge and spin), kcal/mol: 89.9
Total energy, Eh: -1097.923428

Entry 4:
The following is a DFT calculation (ωB97M-V/def2-TZVPD) of a structure of composition C13H24CaF4N2O20S4.

```
! RIJCOSX wB97M-V def2-TZVPD def2/J DEFGRID3
* xyz 0 1
Ca -0.06 0.02 0.20
N -0.67 -1.55 1.72
S -2.07 -1.73 2.47
O -2.07 -1.79 3.89
O -3.15 -2.33 1.78
F -2.47 -0.16 2.32
S -0.07 -3.07 2.11
O -0.83 -4.17 1.67
O 0.77 -3.15 3.25
F 1.00 -2.95 0.89
N -0.61 2.07 -0.68
S -1.16 3.58 -0.18
O -2.53 3.76 -0.48
O -0.25 4.66 -0.08
F -1.20 3.11 1.36
S -0.46 2.47 -2.19
O 0.70 3.23 -2.53
O -1.61 2.59 -3.02
F 0.05 0.99 -2.64
C 1.70 2.35 5.42
C 0.31 2.99 5.21
O -0.11 2.43 3.97
C 0.79 1.55 3.52
O 0.65 0.89 2.53
O 1.87 1.48 4.31
H 1.65 1.79 6.35
H 2.49 3.08 5.56
H 0.27 4.07 5.21
H -0.37 2.64 5.99
C -0.43 -3.89 -1.56
O 0.74 -3.52 -2.28
C 1.23 -2.30 -2.27
O 0.70 -1.33 -1.74
O 2.32 -2.24 -3.00
C 2.86 -0.93 -3.22
H -0.22 -4.49 -0.68
H -0.90 -4.56 -2.28
H -1.16 -3.12 -1.30
H 2.07 -0.33 -3.68
H 3.72 -1.03 -3.87
H 3.07 -0.42 -2.28
C 3.51 2.45 -0.54
O 4.02 1.38 0.27
C 3.27 0.39 0.66
O 2.13 0.21 0.22
O 3.91 -0.30 1.56
C 3.28 -1.43 2.16
H 2.62 2.86 -0.06
H 3.25 2.12 -1.54
H 4.29 3.20 -0.56
H 3.57 -2.36 1.68
H 2.21 -1.35 2.06
H 3.61 -1.55 3.19
C -2.24 -1.03 -5.16
C -2.31 -1.37 -3.70
O -3.32 -0.51 -3.11
C -3.22 -0.31 -1.81
O -2.41 -0.81 -1.05
O -4.18 0.52 -1.45
C -4.40 0.82 -0.09
H -3.12 -1.35 -5.72
H -1.34 -1.43 -5.64
H -2.22 0.05 -5.31
H -1.38 -1.09 -3.20
H -2.55 -2.41 -3.49
H -5.48 0.94 0.02
H -3.88 1.70 0.26
H -4.20 -0.02 0.58
*
```

Output
Total energy, Eh: -4794.026139

Entry 5:
The following is a DFT calculation (ωB97M-V/def2-TZVPD) of a structure of composition C21H43O16Tl.

```
! RIJCOSX wB97M-V def2-TZVPD def2/J DEFGRID3
* xyz 2 1
Tl -2.82 1.79 4.24
C -1.03 -1.08 -2.01
O -1.56 -0.62 -0.84
H -1.44 -2.08 -2.18
H -1.28 -0.49 -2.89
H 0.03 -1.33 -2.04
C 5.81 -11.38 -3.12
C 6.62 -10.29 -2.52
O 5.91 -9.04 -2.57
C 5.91 -8.37 -3.70
O 6.35 -8.67 -4.83
O 5.21 -7.29 -3.36
C 4.57 -6.44 -4.31
H 4.87 -11.36 -2.57
H 6.30 -12.36 -3.11
H 5.65 -11.12 -4.17
H 7.57 -10.23 -3.06
H 6.79 -10.51 -1.47
H 4.33 -5.52 -3.78
H 3.66 -6.84 -4.76
H 5.29 -6.27 -5.11
C -3.79 -5.54 8.13
C -5.19 -5.02 7.73
O -5.56 -5.47 6.40
C -5.25 -4.57 5.38
O -4.76 -3.51 5.46
O -5.46 -5.17 4.39
C -4.87 -4.83 3.11
H -3.71 -6.61 7.93
H -3.79 -5.46 9.22
H -3.00 -4.93 7.70
H -5.33 -4.01 8.12
H -5.89 -5.55 8.39
H -3.82 -4.55 3.15
H -5.48 -4.05 2.66
H -4.77 -5.69 2.46
C -4.80 8.36 -3.86
C -6.14 7.93 -3.25
O -5.98 7.11 -2.12
C -5.95 5.69 -2.13
O -5.54 5.04 -1.19
O -6.25 5.24 -3.34
C -6.70 3.90 -3.49
H -4.36 9.26 -3.43
H -4.78 8.48 -4.94
H -4.02 7.61 -3.78
H -6.67 7.29 -3.95
H -6.67 8.88 -3.11
H -7.15 3.73 -4.47
H -7.34 3.42 -2.76
H -5.82 3.26 -3.39
C 5.62 -1.60 1.45
C 5.07 -0.25 1.08
O 5.81 0.86 1.58
C 5.19 1.92 2.13
O 3.94 1.98 2.47
O 6.11 2.86 2.43
C 5.69 4.18 2.83
H 6.64 -1.68 1.09
H 4.93 -2.37 1.08
H 5.62 -1.59 2.54
H 4.10 -0.31 1.59
H 4.94 -0.21 0.00
H 5.30 4.70 1.96
H 6.45 4.76 3.36
H 4.89 4.11 3.57
C 0.40 5.47 -3.11
C 0.98 5.66 -1.71
O 0.59 6.93 -1.29
C 0.03 7.13 -0.07
O -0.50 6.26 0.60
O 0.12 8.42 0.22
C -0.67 8.83 1.35
H -0.68 5.65 -3.14
H 0.50 4.40 -3.28
H 0.90 6.07 -3.86
H 2.06 5.49 -1.68
H 0.64 4.75 -1.22
H -0.23 9.73 1.77
H -0.62 8.13 2.19
H -1.75 8.98 1.23
*
```

Output
Energy relative to the best compared isomer or geometry (same formula, charge and spin), kcal/mol: 123.7
Total energy, Eh: -2201.334453

Entry 6:
The following is a DFT calculation (ωB97M-V/def2-TZVPD) of an isolated molecule of C3H8N2O2S.

```
! RIJCOSX wB97M-V def2-TZVPD def2/J DEFGRID3
* xyz 0 1
C 3.46 0.37 -0.13
C 2.28 -0.26 0.58
O 1.41 -0.61 -0.49
N 0.23 -1.09 -0.04
C -0.84 -0.21 -0.07
S -0.81 1.44 -0.04
N -2.02 -0.88 0.12
O -3.23 -0.18 0.06
H 3.97 -0.37 -0.72
H 4.08 0.82 0.67
H 3.10 1.17 -0.82
H 2.58 -1.21 1.13
H 1.80 0.44 1.33
H 0.07 -2.07 -0.24
H -2.17 -1.88 -0.26
H -2.85 0.77 0.14
*
```

Output
SMILES: CCONC(=S)NO
Energy relative to the best compared isomer or geometry (same formula, charge and spin), kcal/mol: 75.2
Total energy, Eh: -777.159464